Here is 11 unconnected molecules or ions with the total composition C33H77N11O11 in a non-equilibrium geometry from the OMol25 dataset. Energies are from ωB97M-V/def2-TZVPD.

```
132
Properties=species:S:1:pos:R:3:forces:R:3
C 8.574704 -3.334899 7.175291 -0.43 2.58 0.27
O 8.826945 -2.107121 7.225930 -0.28 -2.60 -0.21
N 7.461714 -3.841831 6.581494 0.53 -0.77 -0.09
C 7.207665 -5.297154 6.389959 0.84 0.99 -0.70
C 6.514226 -2.958669 5.893771 0.07 0.16 1.28
H 9.195274 -4.061041 7.722850 -0.07 -0.14 -0.29
H 7.652269 -6.002115 7.092430 -0.12 0.61 0.62
H 7.723813 -5.533050 5.459352 -0.53 -0.39 -0.40
H 6.130327 -5.443312 6.312058 0.17 -0.14 0.01
H 5.631562 -3.039556 6.528179 -0.56 0.21 -0.52
H 6.860065 -1.927677 5.968352 0.17 -0.20 -0.07
H 6.296948 -3.203191 4.854014 0.20 -0.32 0.10
C 6.220983 -4.149240 -3.877311 -2.84 -4.04 -3.31
O 5.319182 -4.995899 -4.364810 4.00 3.90 2.46
N 7.334243 -3.819579 -4.573459 0.09 0.18 -0.78
C 7.746852 -4.436165 -5.897041 -1.62 0.26 1.42
C 8.281271 -2.873149 -4.035230 1.17 -0.01 -0.13
H 6.178744 -3.705520 -2.870575 -0.27 -0.04 -0.28
H 8.808115 -4.283189 -6.093015 -0.15 -0.11 0.37
H 7.163745 -3.957818 -6.683982 0.03 -0.14 -0.11
H 7.461373 -5.484972 -5.815673 0.20 0.02 -0.35
H 8.933562 -3.414975 -3.350354 0.01 0.43 0.55
H 8.962747 -2.548306 -4.821453 -0.18 -0.06 -0.21
H 7.900416 -1.929879 -3.643691 -0.45 -0.41 0.36
C -6.803044 2.416977 -1.889103 1.97 -1.13 3.37
O -6.273733 2.421325 -0.755990 -1.04 -0.18 -1.76
N -6.755009 3.439179 -2.709778 -0.91 2.38 -2.76
C -7.601718 3.390194 -3.959055 0.05 -1.07 0.88
C -6.131963 4.757522 -2.371207 0.57 -0.91 0.07
H -7.224675 1.490758 -2.309266 -0.29 0.23 0.04
H -8.482608 4.025982 -3.870204 0.45 0.59 -0.25
H -8.060217 2.408197 -4.075496 0.08 -0.35 0.73
H -7.084264 3.399319 -4.918352 0.45 1.09 0.26
H -5.595252 4.771903 -1.422614 -0.82 -0.60 0.42
H -5.266243 4.936798 -3.008773 -0.45 0.14 -0.81
H -6.845822 5.580987 -2.391189 -0.02 -0.18 -0.19
C -0.550856 -5.733807 9.096926 -0.81 -1.10 1.32
O 0.499993 -6.300428 9.321901 0.17 0.58 -0.27
N -0.969578 -5.185652 7.958311 0.77 0.60 -1.56
C -2.312253 -4.967650 7.520943 -0.74 0.74 1.28
C -0.075027 -5.125708 6.849912 2.00 -1.11 -0.26
H -1.341969 -5.680957 9.860833 -0.09 -0.01 0.21
H -2.327515 -3.970412 7.081193 -0.37 -0.11 -0.30
H -2.974737 -4.947733 8.386288 -0.13 -0.05 0.02
H -2.681636 -5.721091 6.825251 0.21 -0.04 -0.13
H 0.059537 -4.154662 6.373388 -0.73 0.01 -0.08
H 0.929644 -5.402579 7.169386 0.01 0.10 0.39
H -0.301358 -5.947713 6.170813 -0.30 0.38 -0.63
C -7.222608 0.959056 6.066787 -3.98 -1.69 -0.67
O -8.429702 0.683678 5.795117 3.33 0.63 -0.14
N -6.879900 1.461141 7.219746 3.34 0.45 2.78
C -5.449870 1.807870 7.523357 -1.07 0.77 0.30
C -7.663823 1.839210 8.364271 -1.63 1.19 -0.01
H -6.288327 0.738416 5.527678 -0.59 -0.11 -0.94
H -5.132660 1.386440 8.477234 -0.12 -0.43 -0.12
H -5.520891 2.877678 7.719703 0.60 0.24 -0.14
H -4.677967 1.622232 6.776490 -0.57 -0.21 -0.30
H -7.205022 1.668760 9.338205 0.35 -0.57 -0.33
H -7.789757 2.921315 8.328253 0.06 0.35 0.03
H -8.698508 1.498152 8.398588 0.29 -0.61 -0.45
C -3.750737 -4.270970 -3.899695 -1.45 1.63 -0.61
O -4.848867 -3.923162 -4.362799 1.82 -0.73 0.58
N -3.335742 -5.488267 -3.599117 0.49 -3.88 -0.70
C -1.962755 -5.728525 -3.058847 -0.20 0.26 -1.01
C -4.072775 -6.712928 -4.206825 0.02 1.12 2.01
H -2.930255 -3.578559 -3.655618 -0.30 0.65 0.05
H -1.167978 -5.465637 -3.756930 -0.17 -0.17 -0.66
H -1.875626 -6.800702 -2.882922 0.02 0.28 0.45
H -1.668050 -5.097170 -2.220615 -0.79 -0.32 0.49
H -3.723142 -7.109906 -5.159857 0.04 0.90 -0.27
H -4.018016 -7.580551 -3.549305 0.44 0.25 0.48
H -5.124992 -6.435993 -4.141538 0.10 0.03 -0.82
C -3.199825 11.031003 -1.439542 0.50 -0.96 -0.93
O -4.000623 11.955802 -1.404615 1.14 -0.87 0.08
N -2.053527 10.922233 -2.195516 -0.78 0.64 0.89
C -1.427867 9.620373 -2.375256 0.02 0.50 0.34
C -1.839420 11.981112 -3.134931 0.04 -0.42 0.54
H -3.273535 10.027468 -0.992670 -0.93 0.25 0.98
H -1.892094 9.040041 -3.172640 -0.46 -0.36 0.35
H -1.431898 9.211949 -1.364670 -0.14 -0.87 -0.41
H -0.385047 9.649257 -2.691127 0.11 0.70 0.22
H -0.774228 11.906152 -3.353696 -0.25 0.57 -0.82
H -2.572566 11.773028 -3.914222 0.56 0.64 -0.84
H -2.105455 12.898620 -2.610052 0.19 0.17 -0.41
C 2.945163 2.516750 8.997684 2.14 2.45 2.78
O 3.532562 3.325102 9.765406 -0.81 -1.19 -2.50
N 2.000213 1.741370 9.483688 -2.14 -0.79 -0.79
C 1.507311 1.774176 10.848807 0.19 0.48 0.74
C 1.509353 0.611701 8.713981 -0.11 -1.21 0.57
H 3.168013 2.327538 7.936209 0.17 0.29 0.11
H 1.741891 2.650167 11.453543 1.14 0.08 -0.62
H 1.905340 0.895828 11.356923 -0.39 -0.06 0.27
H 0.426836 1.881948 10.943962 -0.30 -0.92 -0.71
H 1.658613 0.542742 7.636455 0.24 1.03 0.02
H 2.035137 -0.268511 9.083951 -0.09 -0.37 0.14
H 0.450551 0.435193 8.903412 -0.04 0.21 0.00
C 1.570558 -3.058447 -8.213803 -0.85 -0.60 0.49
O 1.092559 -2.499242 -7.248792 0.36 0.34 -0.29
N 0.887336 -3.948777 -8.984500 0.73 0.51 -0.78
C -0.513689 -4.209899 -8.821764 -0.99 0.01 -1.12
C 1.656802 -4.729460 -9.938291 0.65 -0.80 0.53
H 2.614581 -2.985126 -8.555627 0.06 0.33 0.23
H -1.032380 -4.125173 -9.776689 0.37 -0.25 -0.67
H -1.088253 -3.433445 -8.316682 0.74 -0.28 0.99
H -0.708975 -5.239546 -8.522123 -0.04 0.15 0.65
H 1.272334 -4.858267 -10.950067 -0.42 0.44 0.16
H 2.685230 -4.373593 -9.999918 -0.17 0.58 -0.15
H 1.845930 -5.723158 -9.532224 -0.44 -0.42 -0.02
C 1.432482 -0.149465 -0.045539 0.30 -1.12 -0.76
O 1.745951 -1.138677 0.582650 0.11 0.04 0.67
N 0.239753 0.441948 -0.030838 -3.74 2.95 0.52
C -0.134920 1.599733 -0.962141 0.89 -1.13 0.93
C -0.857948 0.129779 0.944175 1.39 -0.89 1.02
H 2.108689 0.222794 -0.830620 -0.04 0.47 0.02
H -1.214586 1.738290 -1.018922 -0.07 -1.09 -0.50
H 0.389053 1.350462 -1.884863 -0.54 0.56 -0.27
H 0.097003 2.605356 -0.611386 1.00 -0.15 0.37
H -1.699628 -0.435809 0.544448 0.27 0.06 -0.37
H -0.435109 -0.416250 1.787483 0.35 -0.92 -0.53
H -1.256198 0.903333 1.600761 0.06 1.23 -1.10
C 1.109172 5.742391 -8.889031 0.29 0.82 2.92
O 0.570545 6.457901 -7.990358 1.50 -2.21 -2.93
N 2.031393 4.750541 -8.634427 0.17 -0.75 0.69
C 2.519888 4.385456 -7.269606 0.01 1.48 -0.05
C 2.656224 3.877806 -9.640090 0.07 0.69 -0.37
H 1.019246 5.860148 -9.980013 -0.56 0.23 0.15
H 3.353338 5.026402 -6.982142 0.28 0.25 -0.34
H 2.940749 3.381690 -7.211177 -0.64 -0.12 -0.27
H 1.810106 4.617110 -6.475475 -0.46 -0.45 -0.39
H 2.335727 4.040581 -10.669106 -0.83 0.00 0.21
H 3.720283 4.079875 -9.762771 0.29 0.03 0.62
H 2.533381 2.837678 -9.338178 -0.12 0.03 -0.24
```
Forces are in eV/Å.

Results
LUMO level ... -0.001 Eh
Energy relative to the best compared isomer or geometry (same formula, charge and spin) ... 12.808 eV
Structure (SMILES) ... CN(C)C=O.CN(C)C=O.CN(C)C=O.CN(C)C=O.CN(C)C=O.CN(C)C=O.CN(C)C=O.CN(C)C=O.CN(C)C=O.CN(C)C=O.CN(C)C=O
Gap between HOMO and LUMO ... 9.170 eV
HOMO energy ... -9.201 eV